## P
A cluster of 2 separate species, C7H12N4O in total, computed with ωB97M-V with the def2-TZVPD basis set.

```
! wB97M-V def2-TZVPD RIJCOSX def2/J DEFGRID3
* xyz 0 1
C 4.42105 0.19722 0.09858
C 2.97692 0.64160 -0.18156
C 2.00077 0.64144 0.97775
C 2.29986 -0.45637 -0.94086
C -2.90145 1.37797 -0.14067
C -1.95391 2.27306 -0.41133
C -1.61307 -0.68385 -0.38378
H 4.43467 -0.78621 0.60984
H 4.95050 0.88976 0.76846
H 4.98723 0.11004 -0.83001
H 2.98599 1.57939 -0.75857
H 1.93563 1.36646 1.79527
H 2.59951 -0.82457 -1.90654
H -3.32974 -1.60466 0.62596
H -3.95005 1.65352 -0.05339
H -0.89225 2.04602 -0.31605
H -2.24485 3.29708 -0.60559
H -0.83816 -0.10286 -0.88618
H -0.62077 -2.26502 -0.52316
N 1.22103 -0.38592 0.97908
N 1.39197 -1.06245 -0.27138
N -2.71363 0.01594 0.00749
N -1.53162 -1.94214 -0.19636
O -3.74662 -0.71043 0.54241
*
```

HOMO level, eV: -7.7
SMILES: [H]/N=C/N(O)C=C.CC1C=NN=C1

## Q
A structure of composition C7H12N4O, computed with ωB97M-V with the def2-TZVPD basis set.

```
! wB97M-V def2-TZVPD RIJCOSX def2/J DEFGRID3
* xyz 0 1
C 0.19535 0.31227 0.30452
C 2.05300 -1.78838 0.71571
C -1.51746 1.71092 -0.84139
C 1.98155 -3.27024 0.37357
C 1.98798 -1.23613 2.11457
C -2.47522 1.57636 -1.97033
C -1.37993 3.00185 -0.11450
N -0.06138 -1.38402 -1.02715
N -0.81296 -0.47818 -1.58053
N 0.50321 -0.96645 0.04123
N -0.70140 0.63652 -0.72501
O 0.52346 1.15137 1.11230
H 1.76923 -3.98959 1.23374
H 1.19388 -3.17043 -0.31736
H 2.87594 -3.47567 -0.06866
H 1.07043 -1.28655 2.63788
H 2.74911 -1.77677 2.77562
H 2.19657 -0.25803 2.07444
H -3.27456 0.88041 -1.84153
H -2.83767 2.47129 -2.26352
H -1.92742 1.30587 -2.85858
H -0.54530 3.00073 0.67834
H -1.25226 3.93022 -0.90139
H -2.31415 3.10262 0.44804
*
```

HOMO level (spin up / spin down), eV: -6.0 / -5.6

Most stable to least stable, the ends of the list are P and Q.

## P
A cluster of 2 separate species, C8H8N4O4 in total, computed with ωB97M-V with the def2-TZVPD basis set.

```
! wB97M-V def2-TZVPD RIJCOSX def2/J DEFGRID3
* xyz 0 1
C 1.49047 -0.13688 -0.14027
C 1.84424 1.13971 0.50460
C 3.13234 1.55975 0.55950
C 3.95641 -0.51427 -0.48665
C -2.98296 1.07332 -0.44034
C -3.84424 -0.03492 -1.06852
C -3.68317 -1.28394 -0.60589
C -1.89230 -0.64931 0.94658
H 2.44825 -1.83334 -0.85066
H 1.01985 1.64171 1.10624
H 3.38186 2.47813 1.07585
H 5.12959 1.10164 0.06052
H -1.51205 1.41781 0.86953
H -4.65529 0.33290 -1.72846
H -4.39881 -2.15358 -0.85937
H -2.78402 -2.53508 0.89207
N 2.63089 -0.86222 -0.60624
N 4.13980 0.83379 -0.05106
N -2.06787 0.63855 0.47469
N -2.54464 -1.63027 0.21437
O 0.40947 -0.63161 -0.21484
O 4.84503 -1.33123 -0.70582
O -2.93122 2.24006 -0.77843
O -1.13164 -0.86070 1.83262
*
```

HOMO level, eV: -9.5
SMILES: O=c1cc[nH]c(=O)[nH]1.O=c1cc[nH]c(=O)[nH]1

## Q
A cluster of 2 separate species, C8H8N4O4 in total, computed with ωB97M-V with the def2-TZVPD basis set.

```
! wB97M-V def2-TZVPD RIJCOSX def2/J DEFGRID3
* xyz 0 1
C 1.79141 -0.26074 -1.33498
C 1.97301 -1.58133 -0.97392
C 1.29031 -2.56035 -1.64797
C 0.04662 -0.86516 -3.00396
C -0.87856 -0.28162 2.19404
C 0.11793 0.59267 1.68526
C 0.05097 1.93405 1.40875
C -2.28964 1.86181 2.09029
H 0.66959 1.02543 -2.49991
H 2.44650 -1.87549 -0.08520
H 1.21731 -3.51475 -1.09078
H -0.05810 -3.08836 -3.11932
H -2.68323 0.22158 3.06164
H 1.25534 0.42438 1.40250
H 0.97935 2.50727 1.02086
H -1.24874 3.60582 1.26588
N 0.92189 -0.02979 -2.46542
N 0.40234 -2.22283 -2.62293
N -1.99703 0.49702 2.34999
N -1.23776 2.52031 1.45332
O 2.14284 0.70201 -0.60721
O -0.83998 -0.65632 -3.81709
O -0.90057 -1.42835 2.64756
O -3.17181 2.47271 2.68863
*
```

HOMO level, eV: -9.3
SMILES: O=c1cc[nH]c(=O)[nH]1.O=c1cc[nH]c(=O)[nH]1

Most stable to least stable, the ends of the list are P and Q.

## P
The molecule C2H3N3O3, computed with ωB97M-V with the def2-TZVPD basis set.

```
! wB97M-V def2-TZVPD RIJCOSX def2/J DEFGRID3
* xyz 0 1
C 0.38424 0.07780 -0.03083
C -1.02821 -1.49743 -0.26418
H 3.19402 0.27320 0.48821
H -1.60829 -2.48110 -0.18485
H -1.28025 2.53540 0.02077
N 1.40638 0.75790 0.11850
N 0.33173 -1.36299 -0.22188
N -0.87847 0.62633 0.46641
O 2.45568 -0.11560 -0.13250
O -1.75915 -0.53903 0.24014
O -1.21767 1.72553 -0.49979
*
```

HOMO level, eV: -9.2
SMILES: O/N=c1\ncon1O

## Q
The molecule C2H3N3O3, computed with ωB97M-V with the def2-TZVPD basis set.

```
! wB97M-V def2-TZVPD RIJCOSX def2/J DEFGRID3
* xyz 0 1
C 0.90952 0.18273 0.84392
C -0.98173 -0.46772 -0.00296
H 0.02388 0.41076 -2.95824
H -0.63637 1.54534 -2.04899
H 1.78063 -0.09818 2.68456
N -0.68104 0.39603 -2.13095
N -0.03353 -0.05604 -0.99396
N 0.94820 0.87863 -0.26258
O 1.80214 0.42700 1.75598
O -0.05139 -0.68978 1.13728
O -2.04704 -0.82202 -0.26961
*
```

HOMO level, eV: -9.3
SMILES: Nn1nc(O)oc1=O

Most stable to least stable, the ends of the list are Q and P.

## P
A structure of composition C2H3N3O3, computed with ωB97M-V with the def2-TZVPD basis set.

```
! wB97M-V def2-TZVPD RIJCOSX def2/J DEFGRID3
* xyz 0 1
C 1.32039 0.04688 -0.05772
C -0.59862 0.68605 0.02575
H 2.69817 -1.04888 -0.41766
H -2.35134 -1.56958 0.30978
H -1.56696 2.31090 -0.16299
N 0.82701 -1.06015 0.09402
N -0.50054 -0.64335 0.35144
N -1.72205 1.33093 0.00537
O 2.70117 0.03668 0.00944
O -1.59269 -1.29826 -0.20501
O 0.78546 1.20876 0.04758
*
```

HOMO level, eV: -9.2

## Q
The molecule C2H3N3O3, computed with ωB97M-V with the def2-TZVPD basis set.

```
! wB97M-V def2-TZVPD RIJCOSX def2/J DEFGRID3
* xyz 0 1
C -0.52580 -0.66290 -0.30669
C 0.62999 1.17281 -0.25136
H -0.62713 -0.90512 1.87621
H -0.49050 -0.78179 -2.41174
H 1.58726 1.46416 1.21404
N -1.07931 -1.68137 0.24943
N -0.39007 -0.13267 -1.51732
N 0.51070 0.91526 -1.47526
O -1.16056 -1.66666 1.63135
O 1.38457 2.05070 0.35643
O 0.16086 0.22757 0.63491
*
```

HOMO level, eV: -8.5
SMILES: O/N=c1/[nH]nc(O)o1

Most stable to least stable, the ends of the list are Q and P.

## P
The molecule H3N2P, computed with ωB97M-V with the def2-TZVPD basis set.

```
! wB97M-V def2-TZVPD RIJCOSX def2/J DEFGRID3
* xyz 0 1
N 0.18787 -0.60324 0.68095
N 0.19739 0.84336 0.25633
P -1.23816 -0.01250 0.13082
H 0.84192 -1.07552 -0.04752
H 0.35763 1.45510 1.01393
H -1.22460 0.02358 -1.28063
*
```

HOMO level, eV: -9.5
SMILES: [nH]1[nH][pH]1

## Q
A cluster of 2 separate species, H3N2P in total, computed with ωB97M-V with the def2-TZVPD basis set.

```
! wB97M-V def2-TZVPD RIJCOSX def2/J DEFGRID3
* xyz 0 1
N 3.37025 -0.54288 -0.02371
N -1.19034 -0.00605 -0.13152
P 2.39652 0.55192 0.02049
H -1.15670 -0.58009 0.83403
H -1.89827 -0.28958 -0.78587
H -1.52146 0.86668 0.08658
*
```

HOMO level, eV: -10.5
SMILES: N#P.N

Most stable to least stable, the ends of the list are Q and P.

## P
A cluster of 2 separate species, C2H4F3N in total, computed with ωB97M-V with the def2-TZVPD basis set.

```
! wB97M-V def2-TZVPD RIJCOSX def2/J DEFGRID3
* xyz 0 1
C -0.63400 0.12346 0.41942
C -0.02948 -0.11092 -0.87731
N 1.96473 -0.25759 2.22200
F -0.64428 -1.11226 -1.57087
F 1.89706 -1.61427 2.27428
F 2.58591 -0.01668 1.02472
H -1.40875 -0.52230 0.78255
H -0.26236 0.91561 1.04430
H 1.03973 -0.38728 -0.77936
H -0.05299 0.79436 -1.51170
*
```

HOMO level (spin up / spin down), eV: -8.5 / -11.4

## Q
A structure of composition C2H4F3N, computed with ωB97M-V with the def2-TZVPD basis set.

```
! wB97M-V def2-TZVPD RIJCOSX def2/J DEFGRID3
* xyz 0 1
C 0.36667 -0.12611 -0.62869
C -0.92234 -0.39508 0.13922
N -2.20028 -0.15452 -0.38564
F -0.89857 -2.16135 0.22160
F -3.19174 -0.24606 0.53733
F -2.30511 1.23618 -0.67315
H 0.33296 0.79314 -1.15470
H 1.25440 -0.04867 -0.06661
H 0.30038 -0.95477 -1.36763
H -0.99566 -0.38590 1.20389
*
```

HOMO level, eV: -11.4

Most stable to least stable, the ends of the list are Q and P.